(1)
{
  "formula": "H80O40",
  "method": "ωB97M-V/def2-TZVPD",
  "de_lowest_kcal_mol": 224.34,
  "orbital_gap_ev": 9.450,
  "homo_energy_ev": -10.103,
  "energy_ha": -3057.39983,
  "spin_multiplicity": 1,
  "lumo_energy_ha": -0.0240,
  "symbols": ["H", "H", "O", "O", "O", "H", "O", "H", "O", "H", "O", "O", "H", "H", "H", "H", "H", "H", "O", "H", "O", "O", "H", "H", "H", "O", "O", "H", "H", "O", "H", "H", "H", "H", "H", "O", "H", "H", "H", "O", "H", "H", "O", "H", "O", "O", "O", "H", "O", "H", "H", "H", "H", "O", "H", "H", "H", "O", "H", "H", "H", "O", "H", "O", "H", "H", "H", "O", "H", "H", "H", "O", "O", "O", "H", "H", "H", "H", "O", "H", "H", "H", "H", "O", "H", "H", "H", "H", "O", "H", "O", "H", "O", "O", "H", "H", "H", "H", "H", "O", "H", "H", "H", "O", "O", "O", "H", "H", "H", "H", "H", "H", "H", "H", "H", "O", "H", "H", "H", "O"],
  "xyz": [[2.19477, 2.70341, -3.19339], [3.58269, 0.18116, 2.76927], [1.84442, 2.34410, -4.02388], [3.95833, -4.29629, -0.50117], [-1.46044, 3.53652, -0.29228], [-1.91980, 5.65075, -1.21170], [-5.28504, -0.19624, -1.66828], [1.27016, -4.75990, 1.13432], [-1.54762, -5.71586, 0.95603], [-0.31898, -2.39540, 1.24128], [-0.74775, 4.54275, 2.67248], [-3.00495, 1.96475, 4.00558], [0.00558, -3.88478, -3.17679], [2.08894, -5.65327, 0.03682], [-0.20319, -0.39781, 0.14445], [0.16116, 2.71430, -4.57837], [0.82770, 1.72882, -0.81058], [-0.38481, 4.15135, 1.86538], [5.47488, 0.09572, -1.11558], [-3.43224, 2.71163, 3.55357], [-0.06304, -4.73556, -3.57033], [1.58975, -5.64888, 0.91081], [-2.37839, 3.55927, -0.50048], [-0.70654, -2.33035, -1.42017], [5.10234, -0.15192, -4.11954], [-5.87627, -0.60673, 1.67773], [4.15329, -0.05688, -4.23605], [-2.70149, 1.26747, 3.32278], [-0.39966, 6.38896, -2.35259], [2.98942, 4.97353, 1.25318], [-0.68719, 5.55008, -3.53727], [-3.67835, -3.85964, -1.45249], [5.11107, -0.02843, -1.96416], [1.88146, 2.55292, 0.84249], [1.69855, -0.28257, 3.73508], [-1.01501, -0.51336, -0.34402], [1.86137, 4.28956, 4.57031], [3.91034, 0.21951, -5.16576], [1.52481, -4.76526, 3.99117], [-3.79657, -4.50437, -0.68258], [-2.24387, -3.07458, 1.41638], [-2.98782, 0.28534, -3.55913], [-2.97076, -0.07500, -2.69432], [-3.38186, 5.60895, -1.12768], [4.52646, -0.05815, 2.92845], [-4.22006, -1.97115, -0.02389], [1.42602, -0.59147, 4.55740], [-5.29936, 3.40747, 1.94715], [3.72969, 4.15079, -1.49426], [-1.46745, 4.39394, 0.22634], [-1.04290, 0.39821, -0.73675], [-2.61903, -1.71017, 0.76393], [2.48456, -4.73096, -3.49451], [2.55420, -0.72080, 1.59897], [2.92241, 5.49460, 0.44416], [-0.61763, -4.64695, -4.39620], [-0.55491, -5.74362, 1.01169], [2.73085, -2.52886, -4.82433], [5.87931, -1.70921, -1.26404], [2.12660, 0.84660, 0.92458], [-3.23059, 0.27314, 0.91315], [2.76312, -4.85272, -2.59740], [0.48990, 4.75567, 4.00359], [0.69337, 1.98134, 2.73610], [4.32824, 3.40236, -1.58496], [0.29433, -3.16067, 2.47066], [1.80977, -1.32351, 1.39602], [0.44657, -2.43168, 1.86470], [4.30188, -3.58829, 0.02658], [4.08008, 4.78853, -2.16176], [-3.93618, -2.88607, -0.14252], [-1.97575, -2.11008, 1.40221], [2.09290, -4.00815, 3.90811], [-3.78693, 0.98529, 0.55683], [2.21554, 5.17491, 1.79039], [-5.28843, 0.10430, 1.92532], [5.03073, 0.73906, -0.55450], [-1.99090, -5.71342, 1.78440], [-3.25230, -0.68016, 3.22483], [3.84686, -3.84826, -1.34014], [-1.35501, 2.21755, -4.20565], [3.40508, -2.82938, 2.33474], [-2.34125, 0.30055, -2.08583], [4.20742, -2.46199, 1.98642], [-2.09036, -1.80237, -2.01672], [2.64199, -5.78390, -2.36543], [-0.05816, 2.65028, -1.65645], [-1.17828, 3.76172, 3.03441], [-5.74730, 2.57118, -1.51047], [-4.02024, -1.21228, 2.87775], [-1.09197, 6.17795, -2.95641], [-5.55707, -0.81868, 0.79299], [-0.77770, 2.67788, -4.80630], [5.86201, -2.52882, -0.79725], [5.50666, -2.48139, 0.08428], [-2.86587, -4.74287, -0.96413], [-4.02296, 1.49348, 1.35745], [1.31137, 1.26174, 2.72056], [4.54871, -1.82104, 2.62413], [0.14320, 1.73465, -1.49514], [-5.51418, 2.14979, -0.67490], [-2.70417, -1.32191, 3.68181], [2.26379, 1.50536, -3.85158], [2.11697, 1.67122, 0.43933], [1.42810, 4.47554, 3.72648], [-4.43549, 3.78149, 2.21851], [1.02454, 2.58406, 3.36844], [1.75457, -2.55442, -4.76559], [-3.97709, 3.29180, 1.53045], [1.73245, -3.14107, 4.11720], [-6.13435, -0.13507, -2.15019], [5.08922, 0.66541, 2.63836], [-4.56741, -1.60419, -0.88307], [2.08629, -0.91717, 5.14556], [-5.60130, 1.85164, -2.23365], [-1.29593, -2.34426, -2.16617], [-4.44046, 0.22096, -2.00301], [3.25242, -1.19026, 1.06035], [3.38577, -1.92219, -4.52692], [-2.62298, 5.67529, -0.55379]]
}

(2)
{
  "formula": "C17H17F6N5O5PdS2SeSi",
  "method": "ωB97M-V/def2-TZVPD",
  "de_lowest_kcal_mol": 0.00,
  "orbital_gap_ev": [5.193, 5.821],
  "s2": 6.02,
  "homo_energy_ev": [-11.624, -14.695],
  "energy_ha": -5521.74392,
  "total_charge": 2,
  "spin_multiplicity": 5,
  "lumo_energy_ha": [-0.2364, -0.3261],
  "symbols": ["F", "C", "H", "O", "H", "H", "H", "C", "H", "H", "H", "H", "C", "C", "H", "C", "F", "N", "S", "H", "C", "C", "C", "C", "N", "F", "F", "N", "C", "C", "O", "C", "H", "H", "C", "Se", "S", "O", "C", "F", "N", "C", "O", "C", "O", "H", "H", "H", "C", "H", "H", "N", "Si", "Pd", "F"],
  "xyz": [[-0.00278, -3.58920, 3.22783], [-1.40410, 5.03996, 0.00377], [2.30001, 1.37892, -0.80789], [-1.32236, -2.35713, -1.29471], [-5.19033, 3.37112, 0.31720], [2.63536, -2.19238, -2.52686], [-0.35633, 0.39289, -3.60798], [4.18166, -1.17713, 1.09413], [3.66565, -0.24338, 1.32835], [5.16353, -0.91777, 0.69109], [2.41356, -0.58095, -1.83522], [4.34767, -1.71826, 2.02655], [1.95868, 3.49172, -0.52777], [-3.50526, 0.47797, -0.19998], [1.25769, 5.50104, -0.21645], [1.05563, -2.85986, 2.96340], [-2.75190, -4.16583, 1.69954], [-1.16421, 6.32387, 0.11881], [-1.15319, -3.10978, -0.05464], [-1.41939, -0.69193, -3.28784], [-2.77751, 4.58160, 0.11687], [-2.03481, 2.26991, -0.23822], [3.06001, -1.46372, -1.83426], [-2.83565, -3.67960, 0.48394], [-2.27287, 0.94272, -0.33176], [1.38745, -2.11775, 3.99151], [-3.69696, -2.67290, 0.45338], [-3.72979, 5.49294, 0.33313], [-3.07023, 3.18408, 0.00122], [-4.59153, 1.32576, 0.03394], [0.82900, -0.36270, 1.95145], [3.65834, -4.00958, -0.18791], [2.89779, -4.55519, -0.74971], [3.00632, 3.74467, -0.59676], [-4.37953, 2.67898, 0.13367], [-2.84013, 7.06572, 0.40710], [0.63787, -1.70461, 1.52148], [-0.30551, -4.24468, -0.00611], [0.99892, 4.45559, -0.31952], [-3.19854, -4.60930, -0.37585], [-0.83542, -1.95417, 1.06973], [-0.34839, 4.07683, -0.22942], [1.53457, -2.15199, 0.40366], [1.56814, 2.15899, -0.65097], [-0.99275, 0.10596, -2.93889], [3.74699, -4.44859, 0.80436], [-3.63337, -0.59200, -0.28869], [-5.57922, 0.89984, 0.13140], [-0.66160, 2.71960, -0.36009], [4.61354, -4.16017, -0.69717], [4.02514, -1.14788, -2.23540], [0.29696, 1.78511, -0.57977], [3.26462, -2.21008, -0.14051], [-0.52087, -0.15039, -0.79216], [2.06946, -3.62691, 2.60501]]
}

(3)
{
  "formula": "C11H20Cl14",
  "method": "ωB97M-V/def2-TZVPD",
  "de_lowest_kcal_mol": 36.42,
  "orbital_gap_ev": 10.694,
  "homo_energy_ev": -10.757,
  "energy_ha": -6873.76000,
  "spin_multiplicity": 1,
  "lumo_energy_ha": -0.0023,
  "symbols": ["H", "Cl", "H", "Cl", "H", "Cl", "H", "C", "H", "Cl", "H", "Cl", "C", "C", "H", "H", "C", "H", "C", "Cl", "Cl", "C", "Cl", "Cl", "H", "H", "H", "Cl", "H", "C", "Cl", "H", "H", "Cl", "H", "C", "H", "Cl", "H", "H", "Cl", "C", "C", "H", "C"],
  "xyz": [[-2.93795, 7.70088, -2.19475], [-5.27146, 7.04626, -2.44767], [-5.16644, -3.62914, -4.73694], [1.85215, 1.52980, -3.40126], [-1.31392, 4.92398, 7.02990], [-4.00552, 7.05491, -5.67163], [2.99015, -8.83109, -3.55232], [0.11166, 5.54529, 5.54740], [1.60527, -1.50329, 5.79467], [-2.16723, -3.21458, -5.68678], [-0.54335, 6.36382, 5.24895], [1.42323, 6.30300, 6.55733], [-4.58458, -2.82070, -4.29427], [2.32568, -2.25902, 6.10768], [-2.76919, 6.13625, -3.98915], [-2.15916, 7.67685, -4.33745], [-3.69633, -2.27208, -5.41534], [-4.27304, -2.12813, -6.32901], [-3.10154, 7.16152, -4.15181], [2.74167, -10.41831, -1.80789], [3.44745, -0.24340, -1.63122], [2.17366, 0.92129, -1.69824], [-5.69074, -1.61198, -3.64590], [2.34572, 2.28044, -0.64333], [0.62839, 5.08232, 4.70672], [1.83701, -3.23262, 6.07026], [4.53892, -9.32879, -2.80894], [4.31268, -8.06929, -0.24988], [-0.17828, 3.68659, 6.60633], [3.60235, -7.73594, -1.78210], [2.75993, -1.94847, 7.81693], [-3.92439, 8.91839, -3.03356], [4.33262, -7.04826, -2.20862], [-2.07741, 3.89308, 5.04735], [-3.42991, -1.22175, -5.29730], [-0.77939, 4.49180, 6.18397], [3.23133, -2.22885, 4.19065], [0.76021, 0.12089, -1.04978], [4.41532, -2.89562, 5.33797], [2.65764, -7.19235, -1.79324], [4.46870, -0.52883, 5.46854], [3.51693, -9.00388, -2.61384], [3.63762, -2.14472, 5.19860], [-3.92479, -3.17802, -3.50363], [-3.72160, 7.85177, -2.93719]]
}

(4)
{
  "formula": "C3H2BrN3S",
  "method": "ωB97M-V/def2-TZVPD",
  "de_lowest_kcal_mol": 0.00,
  "orbital_gap_ev": [7.460, 7.448],
  "smiles": "N#C/N=[NH+]\\[S-].C#CBr",
  "homo_energy_ev": [-9.453, -9.449],
  "energy_ha": -3251.78601,
  "spin_multiplicity": 1,
  "lumo_energy_ha": [-0.0732, -0.0736],
  "symbols": ["H", "Br", "S", "C", "H", "C", "N", "N", "C", "N"],
  "xyz": [[-0.22302, 0.40185, -0.18422], [-0.77474, 1.54325, -2.50871], [-1.58127, 0.07063, 1.78727], [1.31173, 2.08541, -0.36290], [2.06964, 2.10895, 0.37022], [-0.31127, -2.65548, 0.57575], [-0.31946, -3.76230, 0.93398], [-0.09377, -1.45507, 0.17293], [0.51012, 1.95010, -1.27543], [-0.58797, -0.28736, 0.49111]]
}